Density functional theory data (wB97M-V/def2-TZVPD) for 10 unconnected molecules or ions with the total composition C19H61N17O10 at a distorted geometry.

```
107
Properties=species:S:1:pos:R:3:forces:R:3:mulliken_charge:R:1
C 9.45582 -23.45997 -23.07074 -1.0 -0.3 1.2 -1.366
C 10.63345 -24.46677 -22.78812 -2.3 0.5 0.8 0.440
C 10.22673 -25.66198 -21.75560 1.3 1.0 -1.1 -0.750
O 9.74533 -25.08161 -20.57589 -0.8 0.7 0.0 -0.267
C 9.17664 -25.92637 -19.58136 0.9 -0.4 -0.9 -0.707
N 11.05195 -24.92934 -24.09022 0.2 -0.6 0.0 -0.745
H 9.02244 -23.04521 -22.16065 0.5 0.0 0.5 0.336
H 8.54942 -23.88980 -23.49711 0.3 -0.7 -0.4 0.346
H 9.62440 -22.56827 -23.67453 0.9 -0.3 -0.2 0.344
H 11.43814 -23.84096 -22.40218 0.0 -0.3 1.0 0.212
H 11.09970 -26.27653 -21.53573 0.9 0.3 0.3 0.391
H 9.66113 -26.46551 -22.22736 -1.3 0.6 -0.2 0.435
H 8.27607 -26.42233 -19.94345 -0.2 0.1 0.0 0.297
H 8.98457 -25.34467 -18.67979 0.0 0.0 -0.2 0.194
H 9.92237 -26.69631 -19.38341 -0.1 -0.3 0.5 0.305
H 11.60265 -24.13336 -24.37872 0.3 -0.3 -0.9 0.295
H 11.69035 -25.69903 -23.94833 0.4 -0.2 -0.3 0.241
C 7.24747 -20.21045 -12.95556 0.5 0.6 -1.6 -1.348
C 7.85979 -21.57720 -13.41672 -1.2 0.9 -0.3 0.583
C 8.81950 -21.55562 -14.60409 -0.5 1.0 0.1 -0.914
O 8.18303 -20.84432 -15.67682 0.6 -0.1 -0.2 -0.303
C 9.16158 -20.52131 -16.64798 1.1 -0.3 0.1 -0.784
N 8.49929 -22.08716 -12.25609 1.3 0.1 0.2 -0.697
H 8.00125 -19.42400 -12.91852 0.7 -0.3 0.1 0.337
H 6.80719 -20.16247 -11.95959 -0.2 -0.7 -0.1 0.375
H 6.57776 -19.75786 -13.68683 -0.5 -0.5 0.0 0.325
H 7.11402 -22.31873 -13.70318 -0.9 0.4 -0.3 0.207
H 9.14565 -22.53991 -14.94009 -0.5 -0.5 0.0 0.421
H 9.76411 -21.12438 -14.27258 0.1 0.8 -0.1 0.407
H 9.64167 -21.39992 -17.07888 0.0 -0.6 0.3 0.294
H 9.95128 -19.97095 -16.13651 0.2 0.3 -0.2 0.323
H 8.89662 -19.97718 -17.55450 -1.1 0.3 0.6 0.288
H 8.97046 -22.91646 -12.58826 -0.1 -0.7 1.1 0.228
H 7.74935 -22.20722 -11.59028 0.5 -0.9 0.4 0.258
C 6.37750 -14.76937 -17.32019 0.1 -0.9 -0.6 -1.416
C 6.46583 -13.49593 -16.50317 -2.0 -2.0 1.1 0.578
C 6.15588 -13.65097 -14.98525 0.6 -0.7 -1.0 -0.761
O 4.98115 -14.39372 -14.73024 0.6 0.7 -0.3 -0.329
C 4.59053 -14.34557 -13.35792 0.5 0.3 -1.3 -0.677
N 7.74992 -12.90087 -16.61548 0.5 1.3 -0.3 -0.722
H 5.38753 -15.21595 -17.41325 -0.2 0.2 0.5 0.332
H 7.03337 -15.56989 -16.97800 0.1 0.0 0.4 0.285
H 6.68931 -14.61962 -18.35384 0.1 0.5 0.0 0.368
H 5.60541 -12.88928 -16.78555 0.5 0.6 -0.7 0.246
H 6.25862 -12.60965 -14.67997 -1.2 0.4 0.8 0.331
H 7.01248 -14.09442 -14.47761 0.3 -0.7 0.1 0.361
H 5.49689 -14.41426 -12.75634 -0.1 -0.2 0.4 0.285
H 3.92601 -15.20021 -13.23101 -0.1 0.4 0.4 0.234
H 4.14275 -13.35995 -13.23081 -0.4 -0.2 0.6 0.277
H 7.62514 -11.92322 -16.39475 0.3 0.4 -0.2 0.319
H 8.31542 -13.23850 -15.84976 0.4 -0.3 0.0 0.290
C 5.92143 -27.95897 -10.79392 -2.3 2.0 2.6 0.616
O 5.64010 -26.78737 -10.67893 0.2 1.2 -0.1 -0.622
N 6.80355 -28.46154 -11.59325 2.7 -1.0 -2.9 -0.344
N 5.39404 -28.89158 -9.98311 -0.9 -1.9 0.6 -0.415
H 6.76730 -29.45111 -11.79208 0.8 0.5 -0.1 0.168
H 7.53634 -27.82900 -11.88139 -0.2 -0.5 -0.5 0.211
H 4.61640 -28.69468 -9.36943 0.1 0.1 -0.5 0.233
H 5.48409 -29.80554 -10.40343 -0.5 -0.3 0.9 0.153
C 3.55200 -20.19339 -6.51012 -4.9 1.0 2.8 0.600
O 2.40436 -20.45096 -6.05928 2.2 0.3 -1.0 -0.667
N 4.22332 -20.90746 -7.35778 1.7 -2.6 -2.1 -0.369
N 4.21927 -19.08438 -6.20271 1.3 2.8 1.1 -0.340
H 3.89209 -21.85634 -7.45789 0.4 0.0 -0.1 0.250
H 5.20958 -20.70611 -7.27505 0.0 -0.9 -0.7 0.204
H 3.86107 -18.33078 -5.63361 -0.4 -0.6 -0.1 0.204
H 5.15627 -18.91306 -6.53854 -0.3 -0.1 -0.1 0.118
C 10.89604 -24.39690 -7.01640 -2.9 -3.5 5.8 0.683
O 10.71416 -25.27777 -6.15583 0.1 0.8 -0.4 -0.696
N 10.24775 -23.31069 -7.17445 -5.1 5.6 0.1 -0.370
N 11.82289 -24.38655 -7.83699 7.3 -2.4 -5.2 -0.338
H 10.25233 -22.91889 -8.10534 -0.3 0.3 0.5 0.154
H 9.51330 -22.98420 -6.56281 0.1 -0.5 -0.2 0.186
H 11.91440 -23.68082 -8.55371 0.6 -0.5 0.3 0.174
H 12.47491 -25.14310 -7.68669 0.2 0.2 -0.8 0.207
C 0.59904 -23.49484 -14.30677 1.2 -3.9 5.0 0.632
O 0.49645 -24.15639 -13.20939 -0.6 2.4 -2.8 -0.680
N 1.75246 -23.28214 -14.84716 4.4 0.2 -0.7 -0.386
N -0.30108 -23.02815 -15.09311 -5.8 1.2 -1.0 -0.403
H 1.76291 -22.72037 -15.68645 0.9 0.0 0.6 0.180
H 2.52432 -23.41444 -14.20933 0.3 0.1 -0.7 0.226
H -0.18191 -22.88902 -16.08636 -0.2 0.0 0.5 0.201
H -1.21537 -23.07193 -14.66618 -0.3 0.0 -0.8 0.231
C 15.10766 -19.28114 -11.10183 -2.4 -5.8 2.0 0.638
O 14.75231 -20.36857 -10.71036 -0.7 -2.1 0.7 -0.685
N 14.32303 -18.38326 -11.50201 -6.0 5.2 -2.3 -0.369
N 16.28344 -18.88618 -11.19259 7.8 2.6 -0.5 -0.329
H 14.69243 -17.45495 -11.64990 -0.9 -0.1 -0.1 0.149
H 13.34514 -18.57935 -11.66136 0.3 0.2 0.2 0.214
H 17.08858 -19.48584 -11.08187 -0.3 0.4 -0.1 0.229
H 16.25661 -18.02454 -11.71885 2.1 -0.4 0.1 0.150
C 12.87761 -26.50824 -12.59297 -1.1 -2.8 -4.0 0.713
O 12.21620 -27.09324 -13.43777 -1.3 -0.1 -0.2 -0.700
N 13.46849 -27.08917 -11.62990 2.1 -4.5 6.0 -0.389
N 13.38533 -25.35462 -12.75135 1.4 7.1 -1.5 -0.376
H 13.40889 -28.09427 -11.55042 -0.3 0.3 0.1 0.224
H 14.25638 -26.67960 -11.14864 -0.3 -0.2 -0.2 0.163
H 13.92310 -24.91587 -12.01758 -0.1 0.0 -0.5 0.166
H 13.43718 -24.96634 -13.68229 -0.4 0.1 0.4 0.202
C 9.73363 -17.07082 -8.28253 -1.9 -1.7 0.5 0.630
O 8.87465 -17.92781 -7.95014 1.8 1.8 -0.5 -0.664
N 10.96560 -16.97910 -7.74558 1.3 0.0 0.5 -0.376
N 9.46443 -16.12026 -9.22585 -0.4 -0.3 0.0 -0.399
H 11.27819 -17.58658 -7.00169 -0.4 0.0 -0.3 0.224
H 11.68261 -16.42363 -8.18993 -0.3 -0.1 0.2 0.171
H 8.58371 -16.31460 -9.68045 0.3 0.5 -0.3 0.229
H 10.17889 -15.51943 -9.61139 -0.5 -0.2 0.0 0.184
```
Positions in Å, forces in eV/Å.

Results
SMILES string   COC[C@H](C)N.COC[C@H](C)N.COC[C@H](C)N.NC(N)=O.NC(N)=O.NC(N)=O.NC(N)=O.NC(N)=O.NC(N)=O.NC(N)=O
HOMO   -9.171 eV
Energy   -66496.1250 eV
Largest force on an atom   0.18148 Eh/bohr
LUMO level   -0.212 eV
ΔE to the lowest compared entry with this formula, charge and spin   245.9 kcal/mol
Orbital gap   8.959 eV